The following is a quantum chemistry calculation of a molecular structure, C24H34N5O4S2, from the Open Molecules 2025 dataset.

Each line ends with the natural charge from an NBO analysis.
Cartesian coordinates (Å):
C (0.69546, 3.17585, -1.26715)  -0.693
C (-0.75640, 3.65926, -1.48130)  0.324
N (-1.04203, 4.44271, -2.44274)  -0.592
C (-1.92126, 3.22755, -0.56262)  -0.525
C (-2.44572, 1.87095, -1.03602)  0.023
C (-1.98434, 0.65713, -0.58934)  0.006
C (-0.90681, 0.67876, 0.50089)  -0.266
N (-1.44526, 1.32890, 1.75147)  -0.827
C (-2.49734, -0.60576, -1.12231)  0.039
C (-1.92229, -1.93569, -0.64302)  -0.465
C (-0.41847, -2.10716, -1.02680)  0.107
C (-0.23284, -2.19774, -2.57532)  -0.664
O (0.10790, -3.29457, -0.44130)  -0.530
C (1.15180, -3.03246, 0.47774)  -0.091
C (2.38940, -2.37908, -0.15927)  0.040
C (2.93553, -2.79510, -1.36881)  -0.225
C (4.03929, -2.10870, -1.88246)  -0.187
C (4.57491, -1.01622, -1.20742)  -0.219
C (4.04970, -0.60509, 0.01273)  -0.216
C (2.94689, -1.29277, 0.52756)  -0.258
C (-3.50088, -0.60823, -2.06011)  -0.337
S (-4.23204, -2.11881, -2.72676)  2.149
C (-4.89552, -3.02766, -1.28829)  -0.867
O (-3.29220, -2.92798, -3.46876)  -0.940
O (-5.37867, -1.83641, -3.54649)  -0.917
C (-4.00817, 0.64505, -2.54755)  0.088
N (-4.93507, 0.90126, -3.46387)  -0.568
S (-5.12606, 2.48735, -3.62581)  0.966
N (-4.01410, 3.00683, -2.53814)  -0.595
C (-3.49278, 1.90767, -2.03205)  0.157
H (0.92962, 3.18542, -0.18887)  0.198
H (0.85965, 2.17704, -1.70037)  0.235
H (1.34257, 3.93243, -1.73905)  0.225
H (-0.18776, 4.67470, -2.95908)  0.325
H (-2.72870, 3.95332, -0.74351)  0.270
H (-1.64979, 3.25845, 0.49821)  0.253
H (-0.59273, -0.33163, 0.80366)  0.190
H (-0.05201, 1.29783, 0.19394)  0.206
H (-2.08078, 0.63704, 2.15262)  0.351
H (-0.65003, 1.31716, 2.39272)  0.343
H (-2.09398, -2.01094, 0.44673)  0.215
H (-2.42831, -2.80148, -1.09351)  0.239
H (0.09082, -1.18428, -0.71165)  0.171
H (-1.16686, -2.41115, -3.11154)  0.258
H (0.44620, -3.04352, -2.76760)  0.225
H (0.29010, -1.30865, -2.96673)  0.210
H (1.46851, -4.01775, 0.86942)  0.207
H (0.79044, -2.46490, 1.35855)  0.159
H (2.49786, -3.64392, -1.89898)  0.236
H (4.46640, -2.40872, -2.84298)  0.229
H (5.41909, -0.50759, -1.67830)  0.224
H (4.43715, 0.23886, 0.59306)  0.180
H (2.50310, -0.98266, 1.48274)  0.185
H (-4.30143, -3.94277, -1.13313)  0.247
H (-4.83969, -2.38497, -0.39717)  0.236
H (-5.91603, -3.34086, -1.53609)  0.272
C (1.60760, 1.59706, 5.79291)  -0.742
C (2.11607, 1.47454, 4.39912)  0.715
O (1.50591, 1.11714, 3.44564)  -0.454
N (3.53159, 1.88306, 4.10697)  -0.578
C (4.37922, 0.73543, 3.62254)  -0.419
H (0.53678, 1.41432, 5.79642)  0.289
H (2.10259, 0.86442, 6.43534)  0.272
H (1.79602, 2.60444, 6.17219)  0.261
H (3.95394, 2.36749, 4.90033)  0.445
H (3.43154, 2.50946, 3.30195)  0.459
H (4.41789, -0.02305, 4.40063)  0.240
H (5.37519, 1.12711, 3.43006)  0.248
H (3.94962, 0.34225, 2.70621)  0.258

Results
- Total charge: +1
- Spin multiplicity: 1
- E_HOMO: -10.662 eV
- Calculated total energy: -2305.6921 a.u.
- Max |F|: 0.048 Eh/bohr
- Gap between HOMO and LUMO: 0.231 Eh
- LUMO energy: -4.37 eV

The following is a quantum chemistry calculation of 5 unconnected molecules or ions with the total composition C24H35BF5N3O15PS, from the Open Molecules 2025 dataset.

Each line ends with the Mulliken charge.
Cartesian coordinates (Å):
C (3.54470, -3.41302, -1.10137)  -1.251
C (3.53971, -2.06867, -1.83346)  -0.363
C (2.30695, -1.79977, -2.72037)  -0.719
C (1.05905, -2.60857, -2.37546)  -1.216
N (-0.16385, -1.86412, -2.72835)  -0.147
C (-1.21302, -1.81232, -1.75246)  -0.164
P (-1.93821, -3.55062, -1.81292)  -0.087
S (-2.18605, -4.18965, -3.65017)  -0.432
O (-0.92197, -1.38938, -0.46194)  -0.291
B (-0.67841, 0.06391, -0.53220)  1.686
C (-1.13729, 0.95008, 0.73107)  0.384
C (-0.86867, 2.41074, 0.60542)  0.603
C (-0.24913, 3.03448, -0.61419)  -1.501
N (-1.20962, 3.15454, 1.56998)  -0.614
O (0.87404, 0.23650, -0.67396)  -0.983
C (1.46171, -0.36864, 0.22804)  0.569
N (2.06292, -0.88279, 1.11010)  -0.744
O (-1.46772, 0.44993, -1.71908)  -0.558
C (-2.16230, -0.64575, -2.21868)  -0.041
C (-3.53223, -0.81915, -1.58848)  0.275
C (-4.24180, 0.47961, -1.29449)  -1.495
F (-4.31158, -1.54494, -2.48360)  -0.445
H (4.56957, -3.75890, -1.01913)  0.423
H (3.18472, -3.28103, -0.09299)  0.248
H (3.00010, -4.19055, -1.61879)  0.292
H (4.42544, -2.00855, -2.45322)  0.496
H (3.64814, -1.27687, -1.10412)  0.089
H (2.58697, -2.03658, -3.73835)  0.564
H (2.10660, -0.73941, -2.69188)  0.239
H (1.07854, -3.48773, -3.01085)  0.507
H (1.00833, -2.89398, -1.33108)  0.591
H (0.04288, -0.95095, -3.09791)  0.347
H (-0.98363, -4.38017, -1.19979)  0.059
H (-3.12247, -3.59719, -1.06122)  0.100
H (-0.68464, 0.63230, 1.66319)  -0.772
H (-2.20272, 0.86486, 0.88949)  0.207
H (-0.99783, 3.19829, -1.37835)  0.245
H (0.55919, 2.45888, -1.04523)  0.134
H (0.14936, 4.00985, -0.36276)  0.631
H (-0.95282, 4.11576, 1.35203)  0.200
H (-2.25746, -0.55522, -3.29168)  0.595
H (-3.51529, -1.39768, -0.67336)  0.356
H (-3.95335, 1.25669, -1.98799)  0.271
H (-4.04563, 0.80715, -0.28350)  0.331
H (-5.30821, 0.31662, -1.37106)  0.485
C (-0.88348, -3.39158, -7.49109)  -0.433
C (0.01445, -3.90298, -8.59083)  0.308
O (1.30392, -3.71395, -8.04501)  -0.335
C (1.17494, -3.79027, -6.67973)  0.562
O (2.08028, -3.93228, -5.93371)  -0.485
O (-0.12324, -3.69335, -6.32182)  -0.152
F (-0.10139, -3.16834, -9.73082)  -0.302
H (-1.03648, -2.31357, -7.55891)  0.279
H (-1.85018, -3.88734, -7.46088)  0.262
H (-0.12441, -4.95807, -8.83358)  0.279
C (-0.33002, -0.57386, 4.58853)  -0.273
C (-0.99501, -1.56027, 5.51528)  0.312
O (-2.24150, -0.94376, 5.77420)  -0.383
C (-2.54360, -0.17330, 4.67949)  0.476
O (-3.61615, 0.26553, 4.44971)  -0.522
O (-1.44955, -0.00827, 3.90357)  -0.018
F (-0.31529, -1.70333, 6.68519)  -0.310
H (0.19439, 0.21065, 5.13859)  0.125
H (0.35677, -1.04243, 3.88483)  0.205
H (-1.16287, -2.54665, 5.07949)  0.322
C (-0.94349, 5.86282, 5.24137)  -0.575
C (-0.08834, 5.71289, 4.00918)  1.313
O (1.22284, 5.89865, 4.52556)  -0.381
C (1.20013, 5.49330, 5.82972)  0.748
O (2.16355, 5.27955, 6.48223)  -0.533
O (-0.07360, 5.37717, 6.27088)  -0.349
F (-0.34814, 6.68869, 3.09222)  -0.333
H (-1.18863, 6.90843, 5.43777)  0.307
H (-1.85909, 5.27970, 5.19514)  0.325
H (-0.15809, 4.73808, 3.53233)  -0.491
C (2.83029, 2.33749, 2.27465)  -0.594
C (3.15321, 1.45475, 3.45050)  0.503
O (2.27433, 1.95067, 4.44663)  -0.349
C (1.18507, 2.46448, 3.80229)  0.592
O (0.15783, 2.71030, 4.33839)  -0.540
O (1.44156, 2.63158, 2.48190)  -0.032
F (4.43669, 1.61264, 3.86809)  -0.337
H (3.40382, 3.26570, 2.29042)  0.308
H (2.97844, 1.83872, 1.31968)  0.144
H (2.95706, 0.39385, 3.28360)  0.250

Results
- Total charge: -1
- Spin multiplicity: 1
- E_HOMO: -5.838 eV
- Calculated total energy: -3492.3487 a.u.
- Max |F|: 0.077 Eh/bohr
- Gap between HOMO and LUMO: 0.298 Eh
- LUMO energy: 2.26 eV

The following is a quantum chemistry calculation of a molecular structure, C24H35BFeN5O8, from the Open Molecules 2025 dataset.

Each line ends with the Mulliken charge.
Cartesian coordinates (Å):
Fe (-0.33334, 0.11360, -0.13864)  0.538
O (5.26507, -1.36281, 6.18394)  -0.491
C (4.33301, -1.63800, 5.52115)  0.561
O (3.45528, -0.77483, 4.96989)  -0.451
B (2.40289, -1.50542, 4.29588)  1.083
O (2.72407, -2.92068, 4.47699)  -0.533
C (3.82722, -3.07971, 5.19086)  0.593
O (4.30411, -4.09879, 5.54627)  -0.515
O (2.23272, -1.21022, 2.85260)  -0.542
C (1.09635, -0.67341, 2.66421)  0.523
O (0.69142, -0.25417, 1.58201)  -0.599
C (0.25834, -0.79552, 3.96803)  0.391
O (1.07901, -1.17846, 4.90238)  -0.521
O (-0.89015, -0.47951, 4.09245)  -0.603
C (-3.54259, 1.08157, 4.36892)  -0.711
C (-4.54053, 0.35786, 3.45793)  -0.514
C (-4.43116, 0.74949, 1.98765)  -0.582
C (-3.11942, 0.52673, 1.41357)  0.595
N (-2.09306, 0.32959, 0.94954)  -0.199
H (-3.49040, 2.16376, 4.23571)  0.325
H (-2.55449, 0.63790, 4.21795)  0.042
H (-3.73758, 0.96214, 5.43441)  0.367
H (-5.55304, 0.55745, 3.81080)  0.344
H (-4.43335, -0.71986, 3.58800)  0.325
H (-4.63264, 1.82223, 1.89437)  0.287
H (-5.17288, 0.23128, 1.37641)  0.337
C (-0.58731, 0.18831, -5.59984)  -1.086
C (-2.04685, -0.16105, -5.32706)  -0.362
C (-2.67578, 0.63485, -4.16863)  -0.509
C (-1.89838, 0.46598, -2.93534)  0.484
N (-1.31949, 0.28729, -1.96497)  -0.141
H (-0.17431, -0.41761, -6.40422)  0.372
H (0.06424, 0.00441, -4.74068)  0.232
H (-0.49721, 1.24314, -5.86872)  0.320
H (-2.05029, -1.22940, -5.09837)  0.198
H (-2.67113, -0.00092, -6.20355)  0.350
H (-3.68467, 0.24489, -4.02292)  0.308
H (-2.75466, 1.70759, -4.35104)  0.369
C (4.69290, 1.41284, -2.14241)  -1.007
C (4.38695, 0.20497, -3.00022)  -0.355
C (3.81924, -0.97165, -2.19270)  -0.550
C (2.56831, -0.60378, -1.51081)  0.412
N (1.58233, -0.28538, -1.03369)  -0.204
H (5.45059, 1.16799, -1.38847)  0.334
H (3.84863, 1.73287, -1.52383)  0.158
H (5.03837, 2.24526, -2.74993)  0.358
H (5.25740, -0.15390, -3.54261)  0.337
H (3.61717, 0.57357, -3.68678)  0.239
H (4.53979, -1.29840, -1.43928)  0.338
H (3.61201, -1.83086, -2.83236)  0.317
C (-2.46626, -4.06522, -2.70063)  -1.026
C (-2.66752, -4.73201, -1.34064)  -0.425
C (-1.50453, -4.39777, -0.37481)  -0.689
C (-1.02455, -3.03928, -0.35696)  0.579
N (-0.65263, -1.95686, -0.30161)  -0.079
H (-2.46409, -2.96995, -2.63286)  0.128
H (-3.26956, -4.30158, -3.39864)  0.432
H (-1.53810, -4.32639, -3.21404)  0.354
H (-2.69778, -5.80008, -1.53333)  0.313
H (-3.60214, -4.36741, -0.92167)  0.286
H (-0.69951, -5.09919, -0.61290)  0.332
H (-1.70723, -4.62583, 0.67869)  0.353
C (1.85075, 4.95569, 1.84036)  -1.013
C (1.64429, 5.11880, 0.33072)  -0.382
C (0.23785, 4.72445, -0.13477)  -0.513
C (0.04602, 3.27609, -0.12460)  0.575
N (-0.10704, 2.14137, -0.11030)  -0.351
H (1.26019, 5.69532, 2.37848)  0.332
H (2.90365, 5.06155, 2.08486)  0.340
H (1.52264, 3.96339, 2.15965)  0.237
H (2.36858, 4.51542, -0.22174)  0.266
H (1.85315, 6.14249, 0.02303)  0.340
H (0.01386, 5.01867, -1.16337)  0.342
H (-0.56275, 5.06509, 0.53223)  0.309

Results
- Total charge: +2
- Spin multiplicity: 6
- E_HOMO (spin up / spin down): -12.838 / -12.837 eV
- Calculated total energy: -3099.4405 a.u.
- Max |F|: 0.061 Eh/bohr
- Gap between HOMO and LUMO (spin up / spin down): 0.285 / 0.127 Eh
- LUMO energy (spin up / spin down): -5.07 / -9.37 eV

The following is a quantum chemistry calculation of a molecular structure, C24H35FRe, from the Open Molecules 2025 dataset.

Each line ends with the natural charge from an NBO analysis.
Cartesian coordinates (Å):
Re (-1.21952, 0.43090, -0.11216)  0.576
C (-0.41240, -1.10923, -1.35443)  -0.432
C (0.04855, -1.68438, -0.13069)  0.047
C (1.49820, -1.54180, -0.09618)  0.222
C (1.84279, -0.70328, -1.18714)  -0.286
C (0.71613, -0.33874, -1.88993)  0.101
C (0.37666, 1.04837, -2.39944)  -0.101
C (1.18933, 1.52004, -3.59837)  -0.607
C (0.62199, 1.95068, -1.16932)  -0.510
C (-1.13185, 1.13160, -2.68057)  -0.479
C (2.53519, -2.19997, 0.79039)  -0.145
C (3.93171, -1.65347, 0.46560)  -0.605
C (2.30445, -2.01156, 2.29396)  -0.602
C (2.52138, -3.70408, 0.44078)  -0.594
C (-1.00325, -2.08002, 0.90635)  -0.074
C (-0.88261, -0.99089, 1.99301)  -0.504
C (-2.37260, -1.83122, 0.25268)  -0.499
C (-0.98209, -3.49307, 1.47420)  -0.621
H (-1.16897, -1.55442, -1.98973)  0.271
H (2.82593, -0.28124, -1.33226)  0.255
H (2.25661, 1.42323, -3.39857)  0.238
H (0.97917, 2.56486, -3.83024)  0.232
H (0.95630, 0.91730, -4.47600)  0.245
H (1.69013, 2.05375, -0.96666)  0.279
H (0.35153, 1.53526, -0.12038)  0.184
H (0.16098, 2.93222, -1.26183)  0.249
H (-1.47113, 0.40133, -3.41400)  0.263
H (-1.41078, 2.13440, -3.00327)  0.261
H (-1.88458, 0.96578, -1.81470)  0.164
H (4.01096, -0.58507, 0.67740)  0.210
H (4.20785, -1.83100, -0.57406)  0.221
H (4.66622, -2.16639, 1.08493)  0.241
H (2.24007, -0.95444, 2.56319)  0.207
H (3.15676, -2.42674, 2.83092)  0.249
H (1.42491, -2.53604, 2.66243)  0.198
H (2.76513, -3.86031, -0.61047)  0.226
H (1.55530, -4.16582, 0.63968)  0.206
H (3.27194, -4.21784, 1.04248)  0.240
H (-0.66096, 0.09656, 1.64781)  0.183
H (0.00716, -1.11713, 2.60413)  0.283
H (-1.76503, -0.92382, 2.62858)  0.246
H (-2.60590, -0.82605, -0.27641)  0.205
H (-3.17195, -1.87306, 0.99078)  0.263
H (-2.58036, -2.52620, -0.56079)  0.268
H (-0.07306, -3.69786, 2.03214)  0.237
H (-1.05941, -4.22422, 0.66888)  0.242
H (-1.82684, -3.64007, 2.14880)  0.238
F (-0.28919, 5.97683, 0.51302)  -0.263
C (-0.92144, 4.82516, 0.56957)  0.500
C (-0.61904, 3.94627, 1.59335)  -0.293
C (-1.31674, 2.75222, 1.64926)  -0.093
C (-2.26820, 2.40960, 0.65753)  -0.186
C (-3.01339, 1.15976, 0.74494)  -0.474
C (-2.53631, 3.35314, -0.37568)  -0.102
C (-1.88561, 4.55515, -0.41184)  -0.281
H (0.10384, 4.22730, 2.34655)  0.271
H (-1.18545, 2.10432, 2.50737)  0.239
H (-3.90933, 1.10944, 0.13299)  0.244
H (-3.19157, 0.79231, 1.75394)  0.231
H (-3.29785, 3.12530, -1.11212)  0.244
H (-2.09978, 5.30632, -1.16041)  0.272

Results
- Total charge: +2
- Spin multiplicity: 2
- E_HOMO (spin up / spin down): -14.161 / -15.059 eV
- Calculated total energy: -1112.8799 a.u.
- Max |F|: 0.004 Eh/bohr
- Gap between HOMO and LUMO (spin up / spin down): 0.242 / 0.260 Eh
- LUMO energy (spin up / spin down): -7.59 / -7.97 eV